Entry from the Open Molecules 2025 dataset: a cluster of 9 separate species, C18H36Br18 in total in a non-equilibrium geometry (ωB97M-V/def2-TZVPD).

Each line ends with the Löwdin charge.
Atoms and positions in Å:
Br1 -1.732 1.531 -7.966  0.583
C1 -0.038 0.507 -8.072  -0.678
C2 -0.050 -0.331 -9.360  -0.724
Br2 1.621 -1.315 -9.558  0.616
H1 0.120 -0.129 -7.201  0.055
H2 0.728 1.283 -8.074  0.047
H3 -0.236 0.413 -10.135  0.048
H4 -0.914 -0.996 -9.357  0.053
Br3 2.069 -2.624 5.535  0.576
C3 2.124 -3.751 7.155  -0.685
C4 1.181 -4.942 6.965  -0.700
Br4 1.361 -6.157 8.482  0.606
H5 1.855 -3.128 8.007  0.054
H6 3.189 -3.971 7.229  0.046
H7 1.547 -5.576 6.157  0.043
H8 0.151 -4.614 6.831  0.061
Br5 7.006 -1.049 1.070  0.576
C5 6.623 0.490 2.277  -0.655
C6 5.645 1.355 1.488  -0.758
Br6 4.841 2.611 2.681  0.636
H9 7.539 0.971 2.621  0.062
H10 6.229 0.097 3.214  0.047
H11 4.843 0.791 1.012  0.041
H12 6.032 2.019 0.714  0.050
Br7 1.995 6.132 -0.377  0.545
C7 3.292 7.582 0.134  -0.648
C8 2.538 8.925 -0.031  -0.694
Br8 3.553 10.261 0.970  0.605
H13 4.192 7.505 -0.477  0.055
H14 3.622 7.388 1.155  0.042
H15 1.607 8.880 0.533  0.033
H16 2.328 9.270 -1.044  0.062
Br9 -6.407 0.387 -1.988  0.592
C9 -7.216 1.449 -3.455  -0.708
C10 -6.281 2.434 -4.005  -0.736
Br10 -7.105 3.617 -5.317  0.624
H17 -8.095 1.966 -3.072  0.055
H18 -7.528 0.751 -4.231  0.060
H19 -5.543 1.865 -4.570  0.056
H20 -5.846 2.964 -3.157  0.059
Br11 -1.748 -2.212 0.154  0.517
C11 -0.516 -0.612 0.233  -0.603
C12 -1.260 0.634 -0.339  -0.662
Br12 -1.362 0.580 -2.323  0.557
H21 0.320 -1.034 -0.324  0.035
H22 -0.287 -0.423 1.281  0.054
H23 -0.777 1.580 -0.095  0.046
H24 -2.205 0.773 0.187  0.054
Br13 7.270 -6.988 -3.631  0.638
C13 6.846 -5.166 -3.241  -0.710
C14 5.396 -4.858 -3.791  -0.580
Br14 4.746 -3.001 -3.125  0.474
H25 7.537 -4.626 -3.889  0.043
H26 7.021 -5.064 -2.170  0.050
H27 4.709 -5.536 -3.284  0.032
H28 5.278 -4.972 -4.868  0.056
Br15 -5.240 -8.072 0.914  0.557
C15 -5.901 -7.490 2.752  -0.584
C16 -5.522 -6.021 2.778  -0.729
Br16 -6.418 -4.978 4.215  0.558
H29 -5.505 -8.006 3.626  0.070
H30 -6.984 -7.607 2.701  0.049
H31 -5.689 -5.423 1.882  0.034
H32 -4.478 -5.736 2.908  0.046
Br17 -4.381 2.978 3.798  0.622
C17 -4.072 4.872 4.115  -0.676
C18 -2.577 4.969 4.582  -0.644
Br18 -1.953 6.914 4.664  0.508
H33 -4.711 5.276 4.900  0.058
H34 -4.185 5.437 3.189  0.050
H35 -1.885 4.475 3.900  0.032
H36 -2.311 4.476 5.518  0.049

## Properties
E	-1280013.651	eV
strongest force on any atom	0.044	hartree/bohr
Kohn-Sham gap	0.37136	Eh
net charge	0
energy above the lowest of the compared OMol25 structures with the same formula, charge and spin	3.053	eV
LUMO energy	-0.0023	hartree
structure (SMILES)	BrCCBr.BrCCBr.BrCCBr.BrCCBr.BrCCBr.BrCCBr.BrCCBr.BrCCBr.BrCCBr

---

Entry from the Open Molecules 2025 dataset: a cluster of 3 separate species, C18H36Cl2FN3O5P2 in total in a non-equilibrium geometry (ωB97M-V/def2-TZVPD).

Each line ends with the Löwdin charge.
Atoms and positions in Å:
C1 -1.095 3.719 -5.731  -0.075
C2 0.037 4.367 -4.939  -0.266
O1 0.549 3.577 -3.883  -0.178
C3 -0.383 3.311 -2.852  -0.220
C4 0.372 2.923 -1.580  -0.120
C5 0.645 1.426 -1.368  -0.488
P1 1.660 0.704 -2.775  1.044
C6 0.571 0.225 -4.182  -0.389
C7 -0.880 -0.242 -3.972  -0.132
C8 2.349 -0.873 -2.146  -0.415
C9 1.450 -2.111 -1.917  -0.141
N1 1.556 1.293 -0.191  0.095
C10 0.830 1.348 0.980  -0.569
O2 1.219 1.809 2.019  0.080
C11 -0.537 0.757 0.729  -0.832
Cl1 -1.814 1.759 1.413  0.716
P2 -0.602 -1.048 1.318  0.565
O3 -2.051 -1.474 0.681  -0.354
Cl2 -1.162 -0.784 3.241  0.302
C12 -0.611 0.685 -0.822  -0.356
F1 -1.779 1.186 -1.329  -0.002
H1 -0.714 2.936 -6.393  0.074
H2 -1.581 4.477 -6.352  0.077
H3 -1.865 3.291 -5.086  0.067
H4 -0.283 5.348 -4.558  0.117
H5 0.882 4.545 -5.610  0.121
H6 -1.054 2.500 -3.145  0.088
H7 -1.018 4.189 -2.666  0.136
H8 1.330 3.452 -1.596  0.128
H9 -0.195 3.294 -0.717  0.124
H10 1.112 -0.560 -4.721  0.077
H11 0.572 1.101 -4.838  0.049
H12 -1.217 -0.798 -4.854  0.074
H13 -0.997 -0.909 -3.118  0.044
H14 -1.566 0.598 -3.862  0.054
H15 2.868 -0.614 -1.220  0.057
H16 3.133 -1.125 -2.866  0.066
H17 0.400 -1.855 -1.782  0.015
H18 1.517 -2.795 -2.767  0.071
H19 1.783 -2.673 -1.041  0.068
H20 2.269 2.018 -0.136  0.151
H21 -1.884 -2.002 -0.114  0.056
H22 -0.536 -0.358 -1.132  0.070
C13 4.597 2.612 6.043  -0.014
C14 4.765 1.108 6.070  -0.558
O4 5.720 0.579 6.614  0.026
N2 3.805 0.367 5.460  0.007
C15 2.614 0.827 4.768  -0.080
H23 5.439 3.052 6.567  0.079
H24 4.578 2.985 5.018  0.082
H25 3.672 2.911 6.537  0.082
H26 3.971 -0.626 5.512  0.138
H27 1.718 0.429 5.250  0.081
H28 2.621 0.497 3.731  0.066
H29 2.557 1.909 4.777  0.071
C16 -3.286 -4.028 2.794  -0.018
C17 -3.174 -5.521 2.998  -0.551
O5 -2.222 -6.026 3.566  0.037
N3 -4.187 -6.294 2.516  0.002
C18 -5.385 -5.872 1.821  -0.083
H30 -2.413 -3.557 3.233  0.053
H31 -3.327 -3.778 1.733  0.070
H32 -4.180 -3.632 3.277  0.089
H33 -4.054 -7.279 2.683  0.138
H34 -6.279 -6.170 2.372  0.082
H35 -5.434 -6.317 0.825  0.081
H36 -5.395 -4.793 1.715  0.069

## Properties
E	-80299.142	eV
strongest force on any atom	0.020	hartree/bohr
Kohn-Sham gap	0.31547	Eh
net charge	0
LUMO energy	0.0011	hartree
structure (SMILES)	CCOCC[C@@]1(P(CC)CC)NC(=O)[C@](Cl)(P(O)Cl)[C@H]1F.CNC(C)=O.CNC(C)=O